The following is a DFT calculation (the ωB97M-V functional and the def2-TZVPD basis) of a molecular structure, C13H12F3N5Sc.

Computed properties:
- Energy relative to the best compared isomer or geometry (same formula, charge and spin): 0.0000 eV
- LUMO level: -4.581 eV
- E: -49972.897 eV
- HOMO energy: -11.92 eV
- Charge: +1
- Kohn-Sham gap: 7.34 eV

```
34
Properties=species:S:1:pos:R:3:forces:R:3:nbo_charge:R:1
Sc -1.9836 0.5789 0.9364 0.04 0.06 -0.02 1.985
F 6.4558 0.6483 -3.4723 0.00 0.02 0.00 -0.315
F 5.9160 -1.3268 -4.1577 -0.01 -0.02 -0.01 -0.316
F 6.9338 -1.0816 -2.2641 0.01 -0.01 0.02 -0.314
N -3.0305 -1.1546 -0.2234 0.06 0.19 -0.13 -0.912
N -2.0511 2.2911 1.9648 -0.10 -0.07 -0.15 -0.939
N -2.1042 4.3889 3.1747 0.02 -0.11 -0.06 -0.551
N -3.5155 -0.3714 2.4104 0.18 0.08 0.14 -0.907
N -3.7743 5.3293 4.7501 0.00 0.01 0.01 -0.326
C 2.3719 0.2580 -2.5122 0.04 -0.02 0.03 -0.180
C -3.7304 -2.0860 0.6969 0.06 -0.12 -0.04 -0.241
C 0.9117 0.0183 -0.5659 -0.03 -0.03 -0.02 0.127
C -0.1876 0.1668 -0.0538 -0.02 -0.10 0.21 -0.733
C 6.0047 -0.5493 -3.0659 0.01 0.01 -0.01 0.971
C 3.6091 0.1179 -3.1076 -0.01 0.00 0.00 -0.115
C 4.4967 -0.8179 -1.0684 -0.01 -0.01 0.02 -0.168
C 3.2572 -0.6793 -0.4646 0.04 -0.01 -0.01 -0.160
C 4.6675 -0.4191 -2.3834 -0.02 0.00 -0.01 -0.135
C -2.1256 3.3145 2.5830 0.01 0.10 0.02 0.749
C -4.4770 -1.2771 1.7323 -0.12 0.02 0.04 -0.240
C 2.1919 -0.1417 -1.1836 -0.04 0.05 -0.05 -0.167
C -3.0115 4.8767 4.0165 -0.03 0.03 0.04 0.399
H 3.1159 -0.9821 0.5635 -0.01 0.00 0.00 0.228
H -4.3984 -2.7578 0.1587 -0.04 0.03 0.02 0.233
H -3.0762 -0.8458 3.1981 -0.03 -0.06 -0.03 0.410
H 1.5441 0.6799 -3.0647 -0.01 0.00 0.01 0.227
H 5.3274 -1.2321 -0.5155 0.00 0.00 0.00 0.245
H -5.2362 -0.6565 1.2527 0.01 -0.01 -0.02 0.212
H -2.9728 -2.7076 1.1783 0.00 0.02 0.02 0.214
H -4.9923 -1.9203 2.4448 0.02 -0.04 -0.02 0.233
H -3.6437 -0.8837 -0.9895 -0.05 -0.04 0.03 0.408
H -2.2392 -1.6192 -0.6670 -0.02 0.02 -0.03 0.428
H 3.7554 0.4278 -4.1337 0.02 0.00 0.00 0.231
H -4.0091 0.4133 2.8322 0.02 -0.01 0.02 0.420
```
Forces are in eV/Å.



The following is a DFT calculation (the ωB97M-V functional and the def2-TZVPD basis) of a single C13H12N2OS2 molecule.

Computed properties:
- Structure (SMILES): Cc1sc2ncnc(SCc3ccco3)c2c1C
- LUMO level: 0.682 eV
- E: -40373.760 eV
- HOMO energy: -8.07 eV
- Kohn-Sham gap: 8.75 eV

```
30
Properties=species:S:1:pos:R:3:forces:R:3:nbo_charge:R:1
S -0.6322 0.7534 1.2332 -0.15 0.31 0.20 0.258
S 1.6158 -3.6922 -0.7459 0.02 0.32 0.21 0.418
O -2.1866 2.1319 -1.5024 -0.08 -0.55 0.12 -0.393
N -0.9346 -2.9757 -1.2571 -0.04 -0.51 -0.34 -0.461
N -1.8234 -1.0009 -0.3318 -0.03 0.25 0.13 -0.514
C -2.2742 1.4929 0.8434 0.49 -0.32 -0.15 -0.565
C -1.8959 -2.1026 -1.0614 -0.02 -0.24 -0.15 0.264
C -2.1598 2.5212 -0.2100 -0.03 0.78 0.57 0.255
C 2.4969 -2.5875 0.2908 -0.47 0.08 -0.12 -0.137
C 0.4322 -1.5595 0.1608 -0.46 -0.46 -0.49 -0.178
C 0.2075 -2.6972 -0.6468 0.14 0.46 0.35 0.062
C 1.7588 -1.5180 0.6897 0.42 -0.26 -0.01 -0.048
C 3.9138 -2.9001 0.6281 0.02 0.04 0.03 -0.653
C 2.2624 -0.4252 1.5722 0.04 -0.05 -0.04 -0.640
C -0.6839 -0.7127 0.2727 -0.14 -0.07 -0.05 0.127
C -1.9161 4.3381 -1.4699 -0.01 -0.33 -0.49 -0.316
C -2.0414 3.2333 -2.2538 0.15 0.93 -0.12 0.089
C -1.9885 3.8750 -0.1348 -0.16 -0.72 0.09 -0.300
H 4.5775 -2.1155 0.2650 0.09 -0.02 -0.01 0.228
H 4.2071 -3.8406 0.1702 0.15 -0.05 0.03 0.226
H -1.7885 5.3500 -1.7950 0.02 0.18 -0.15 0.228
H 4.0428 -2.9837 1.7070 0.07 -0.04 0.03 0.228
H -2.8864 0.6530 0.5144 -0.11 0.16 0.16 0.287
H -2.6324 1.9224 1.7759 -0.04 -0.01 -0.07 0.243
H 3.2880 -0.6152 1.8732 0.09 0.04 0.07 0.220
H -1.9267 4.4629 0.7579 0.00 0.07 0.24 0.224
H -2.8450 -2.2988 -1.5401 -0.08 -0.03 -0.06 0.181
H -2.0451 3.1050 -3.3179 -0.02 -0.12 -0.12 0.203
H 1.6400 -0.3431 2.4617 0.07 0.05 0.12 0.229
H 2.2179 0.5296 1.0508 0.08 0.10 0.04 0.233
```
Forces are in eV/Å.



The following is a DFT calculation (the ωB97M-V functional and the def2-TZVPD basis) of a single C13H12O2S2 molecule at a distorted geometry.

Computed properties:
- Energy relative to the best compared isomer or geometry (same formula, charge and spin): 0.0000 eV
- Structure (SMILES): CC(=O)C(C(=O)c1ccccc1)=C1SCCS1
- LUMO level: -0.017 eV
- E: -39440.084 eV
- HOMO energy: -8.38 eV
- Kohn-Sham gap: 8.36 eV

```
29
Properties=species:S:1:pos:R:3:forces:R:3:nbo_charge:R:1
S -0.8588 -1.7877 1.7509 0.16 -0.24 -0.70 0.316
S 1.3289 -2.7379 -0.1035 -0.69 -0.08 0.56 0.277
O -1.4614 0.8637 0.1854 -0.58 -0.29 0.41 -0.518
O 2.7995 0.0562 -0.4865 -0.42 -0.13 -0.20 -0.518
C -0.2743 0.9588 0.4579 -2.64 0.72 -1.72 0.535
C 0.1869 2.2469 0.9037 1.91 1.99 1.80 -0.173
C 1.7354 3.5107 2.3158 -0.37 -1.04 0.04 -0.222
C -0.4457 -3.5589 1.7394 0.54 -0.21 0.17 -0.538
C 1.6396 0.1769 -0.8508 3.18 0.60 -1.52 0.582
C 0.0259 -3.9601 0.3473 1.21 0.34 0.67 -0.516
C 1.3460 0.6850 -2.2492 -0.18 -0.27 -0.26 -0.721
C 0.5785 -0.1333 0.0417 -1.01 -1.91 2.41 -0.347
C 0.3565 -1.3751 0.5305 0.59 0.19 -0.74 -0.212
C -0.4550 3.4707 0.6017 0.10 -0.39 0.34 -0.147
C 0.0051 4.6808 1.1452 -0.24 -0.43 -0.51 -0.222
C 1.2704 2.2908 1.7956 0.23 0.46 -0.02 -0.148
C 1.1166 4.6899 1.9924 -0.28 0.62 -0.10 -0.185
H 0.4492 -4.9820 0.3216 -0.19 0.58 0.01 0.240
H -0.7640 -3.8439 -0.3581 -0.66 -0.17 -0.54 0.220
H -1.3038 -4.1665 1.9901 -0.43 0.14 0.25 0.236
H 0.3256 -3.7058 2.5063 -0.10 -0.20 -0.34 0.224
H 2.1396 0.3259 -2.9525 -0.79 0.22 0.65 0.250
H 1.4962 5.6160 2.4454 -0.34 -0.33 -0.36 0.218
H 1.7394 1.3681 2.1281 0.01 0.06 -0.21 0.225
H -1.3505 3.3774 -0.0062 0.14 0.40 -0.05 0.233
H -0.4946 5.6208 0.8998 0.08 -0.38 0.06 0.220
H 1.3614 1.7861 -2.2715 -0.05 -0.29 0.14 0.247
H 0.3334 0.3423 -2.5233 0.47 0.20 -0.27 0.227
H 2.5202 3.5304 3.0489 0.35 -0.17 0.06 0.216
```
Forces are in eV/Å.